A molecular structure, C26H43CeCl3O2P2 at a distorted geometry. Source: the Open Molecules 2025 dataset; level of theory: ωB97M-V with the def2-TZVPD basis set.

The spin multiplicity is 2. The value obtained for the largest force on an atom is 3.3 eV/A. As for the total charge: +1. As for the expectation value of S²: 0.75. Its gap between HOMO and LUMO (alpha / beta) is 7.17 / 7.19 eV.

Last column: Löwdin charge in e.
CARTESIAN COORDINATES (ANGSTROEM)
Ce  -0.176  -2.153  -0.422  1.45
C  -0.763  -3.265  1.809  -0.28
C  -1.644  -2.171  1.466  -0.31
C  -1.992  -3.932  -0.014  -0.30
C  -0.976  -4.326  0.894  -0.27
C  -2.423  -2.598  0.314  -0.35
C  0.024  -3.543  3.034  -0.03
H  0.326  -2.635  3.544  0.05
H  0.927  -4.090  2.744  0.08
H  -0.559  -4.175  3.726  0.12
C  -0.376  -5.683  1.064  0.00
H  0.317  -5.933  0.247  0.10
H  -1.139  -6.486  1.128  0.11
H  0.222  -5.707  1.982  0.08
C  -2.661  -4.830  -1.001  0.00
H  -2.514  -5.867  -0.690  0.09
H  -2.266  -4.789  -2.023  0.09
H  -3.737  -4.622  -1.076  0.09
C  -3.306  -1.779  -0.564  -0.01
H  -3.988  -2.462  -1.093  0.10
H  -2.766  -1.205  -1.349  0.08
H  -3.900  -1.053  0.013  0.11
C  -1.450  -0.766  1.889  -0.01
H  -2.389  -0.191  1.899  0.12
H  -0.802  -0.202  1.176  0.04
H  -0.949  -0.698  2.866  0.11
C  1.594  1.770  2.966  -0.12
C  0.549  1.627  3.804  -0.14
C  -0.539  2.599  4.118  -0.17
C  -0.638  3.887  3.222  -0.19
C  -1.233  3.781  1.835  -0.09
C  -0.938  2.837  0.927  -0.11
C  0.275  1.953  0.935  -0.25
C  1.514  2.496  1.648  -0.18
H  -0.277  2.915  5.150  0.12
H  0.296  4.465  3.284  0.12
H  -1.538  2.146  4.272  0.11
H  1.395  3.584  1.743  0.11
H  2.602  1.531  3.277  0.09
H  0.660  0.851  4.571  0.10
H  2.430  2.352  1.047  0.10
H  0.007  1.017  1.446  0.05
H  -1.611  2.584  0.102  0.09
H  0.525  1.587  -0.086  0.02
H  -1.322  4.551  3.767  0.11
H  -2.046  4.500  1.602  0.11
P  1.482  2.331  -2.128  0.84
P  -0.500  0.677  -3.838  0.78
C  1.365  2.861  -3.924  -0.43
C  0.694  1.787  -4.793  -0.44
H  2.392  3.046  -4.282  0.08
H  0.811  3.820  -3.946  0.08
H  0.176  2.246  -5.650  0.08
H  1.459  1.104  -5.193  0.07
C  -1.488  0.073  -5.280  -0.32
H  -2.390  -0.407  -4.864  0.03
H  -0.900  -0.661  -5.850  0.04
H  -1.780  0.894  -5.953  0.05
C  -1.727  1.947  -3.274  -0.31
H  -1.826  2.780  -3.987  0.06
H  -1.484  2.334  -2.273  0.00
H  -2.683  1.403  -3.230  0.03
C  3.283  1.904  -1.994  -0.28
H  3.414  1.156  -1.196  0.01
H  3.868  2.803  -1.752  0.05
H  3.642  1.479  -2.941  0.04
C  1.584  4.048  -1.348  -0.27
H  2.085  4.754  -2.054  0.06
H  2.210  3.885  -0.445  0.02
H  0.592  4.442  -1.024  0.04
Cl  4.772  -3.561  2.625  0.65
C  3.694  -2.441  1.800  -1.46
Cl  2.743  -1.497  3.027  0.64
Cl  4.593  -1.317  0.768  0.64
C  2.664  -3.152  0.852  -0.69
O  2.763  -4.325  0.513  0.09
O  1.747  -2.285  0.438  -0.33

Cartesian forces (eV/Å) of the 6 atoms listed first:
1.369 1.513 -2.638
-1.462 -0.356 -0.139
-0.564 -1.576 -0.086
-0.721 0.507 0.565
-0.917 0.370 0.331
0.298 -1.154 1.365